# 1
C22H24FN3O3 | ωB97M-V/def2-TZVPD

```
53
Properties=species:S:1:pos:R:3
O 4.0833 0.2573 -2.0686
C 3.2319 -0.5339 -2.4491
C 3.5006 -1.9544 -2.7719
C 4.7146 -2.4998 -2.8065
C 4.9777 -3.9491 -3.1185
C 6.3188 -3.9424 -3.8612
C 7.0787 -2.7047 -3.3290
C 6.0452 -1.8347 -2.5811
N 1.9267 -0.1678 -2.6024
C 1.4562 1.1703 -2.3354
C 0.2282 1.1272 -1.4829
C -0.5322 2.3697 -0.9741
C -1.2178 1.2854 -0.1144
N -1.9728 1.6517 1.0492
C -2.5475 0.7083 1.8415
O -2.1910 -0.4595 1.8494
C -3.5996 1.1745 2.7706
C -4.2251 2.3768 2.9512
C -5.1675 2.1827 4.0051
C -6.0958 2.9973 4.6544
F -6.2025 4.2842 4.2723
C -6.8836 2.5110 5.6600
C -6.7584 1.1636 6.0487
C -5.8629 0.3116 5.4464
C -5.0703 0.8387 4.4214
N -4.1079 0.2529 3.6500
C -1.8920 0.4482 -1.2059
O -0.8126 0.3767 -2.1542
C 0.1599 0.5829 -0.0433
H 2.6401 -2.5793 -2.9929
H 5.0706 -4.4916 -2.1716
H 4.1669 -4.4127 -3.6803
H 6.8746 -4.8662 -3.7032
H 6.1488 -3.8526 -4.9350
H 7.8975 -2.9948 -2.6707
H 7.5261 -2.1480 -4.1518
H 6.0375 -0.7941 -2.8924
H 6.2394 -1.8168 -1.5049
H 1.2580 -0.8335 -2.9508
H 2.2585 1.7029 -1.8277
H 1.2268 1.7025 -3.2650
H 0.0962 3.0284 -0.3770
H -1.1351 2.9225 -1.6950
H -2.3828 2.5716 1.0518
H -4.0502 3.2948 2.4152
H -7.5931 3.1667 6.1449
H -7.3896 0.7946 6.8460
H -5.7747 -0.7220 5.7523
H -3.7915 -0.7025 3.6644
H -2.1713 -0.5466 -0.8595
H -2.7551 0.9532 -1.6470
H 0.1764 -0.4948 0.0969
H 0.8441 1.0935 0.6315
```

HOMO level   -8.42 eV
LUMO level   0.42 eV
M   397.450 g/mol
Net charge   0
HOMO-LUMO gap   0.3249 Eh
ΔE to the lowest compared entry with this formula, charge and spin   47.5 kcal per mole

---

# 2
C25H53Cl3N2O9S6 | ωB97M-V/def2-TZVPD

```
98
Properties=species:S:1:pos:R:3
C 0.1483 -2.6857 -2.1335
C 1.4311 -2.0016 -2.6396
O 1.1583 -1.0170 -3.6390
C 1.2386 0.3150 -3.1868
C 0.0465 0.6437 -2.3034
O 0.1985 1.9673 -1.7833
C -0.9619 2.6979 -1.5967
Cl -1.8270 3.0263 -3.1447
C -0.4843 4.0176 -1.1336
N -0.1141 5.0248 -0.7342
C -1.9690 2.0836 -0.5356
C -2.6671 3.1999 0.1249
N -3.2337 4.0486 0.6505
C -1.1749 1.3488 0.5807
C -1.9759 1.1550 1.8842
C -1.5910 2.1228 3.0000
Cl -0.0693 1.5868 3.7691
C -3.0631 1.1697 -1.1568
C -4.4061 1.8390 -1.5238
C -5.4601 1.7507 -0.4028
C -6.4507 0.5765 -0.5744
S -5.9328 -0.9564 0.1644
O -4.8715 -1.5392 -0.5971
O -7.0866 -1.7700 0.3933
Cl -5.1803 -0.4173 1.9716
H 0.1527 -3.7564 -2.3151
H -0.7248 -2.2233 -2.5894
H 0.0349 -2.5338 -1.0586
H 1.9072 -1.5082 -1.7880
H 2.1158 -2.7529 -3.0229
H 1.1959 0.9395 -4.0795
H 2.1836 0.5013 -2.6684
H 0.0516 -0.0557 -1.4691
H -0.8514 0.5097 -2.9001
H -0.9163 0.3553 0.2289
H -0.2745 1.9149 0.8157
H -1.7425 0.1560 2.2519
H -3.0472 1.1581 1.7079
H -1.3870 3.1045 2.5837
H -2.3791 2.1861 3.7420
H -2.6990 0.6414 -2.0309
H -3.2789 0.4052 -0.4132
H -4.2932 2.8555 -1.8853
H -4.8044 1.2760 -2.3686
H -4.9775 1.6107 0.5605
H -6.0592 2.6559 -0.3570
H -7.4192 0.8115 -0.1397
H -6.6229 0.3100 -1.6161
C 2.2290 -0.1173 7.3837
S 3.0017 0.7996 6.0449
O 2.5554 0.1678 4.7708
C 4.6723 0.2291 6.3472
H 1.1582 0.0722 7.3437
H 2.4242 -1.1829 7.2555
H 2.6251 0.2318 8.3370
H 4.7076 -0.8533 6.2847
H 4.9976 0.5682 7.3323
H 5.3131 0.6569 5.5846
C -0.8886 -1.7697 5.4882
S -2.2819 -1.3625 4.4358
O -3.0942 -0.3426 5.1506
C -3.1389 -2.9320 4.6146
H -0.2474 -0.8926 5.5332
H -1.2472 -2.0255 6.4859
H -0.3361 -2.6015 5.0514
H -3.3527 -3.1138 5.6679
H -2.5203 -3.7307 4.2051
H -4.0699 -2.8685 4.0549
C -2.8808 4.0677 -7.3337
S -3.6762 4.4195 -5.7632
O -3.8512 3.1144 -5.0671
C -5.2750 4.8641 -6.4487
H -1.8697 3.7257 -7.1235
H -3.4337 3.2875 -7.8568
H -2.8424 4.9782 -7.9315
H -5.6670 4.0308 -7.0317
H -5.1668 5.7516 -7.0718
H -5.9434 5.0804 -5.6183
C 6.3784 -1.1862 2.2310
S 6.4804 -2.2695 3.6577
O 6.4921 -1.3906 4.8586
C 8.1742 -2.8034 3.3818
H 5.3978 -0.7141 2.2457
H 7.1570 -0.4258 2.2939
H 6.4887 -1.7752 1.3206
H 8.8327 -1.9350 3.3650
H 8.2334 -3.3477 2.4394
H 8.4532 -3.4613 4.2018
C 5.0618 -2.9439 -5.4869
S 4.5222 -4.4962 -4.7639
O 3.6602 -4.1513 -3.6030
C 6.1236 -4.9705 -4.1027
H 4.1890 -2.4591 -5.9192
H 5.4897 -2.3089 -4.7112
H 5.7953 -3.1438 -6.2679
H 6.4806 -4.1982 -3.4214
H 6.8263 -5.1128 -4.9235
H 5.9961 -5.9072 -3.5644
```

HOMO level   -8.56 eV
LUMO level   0.33 eV
M   824.465 g/mol
Net charge   0
HOMO-LUMO gap   0.3269 Eh

---

# 3
C4H7N3 | ωB97M-V/def2-TZVPD

```
14
Properties=species:S:1:pos:R:3
H 0.5453 -0.2186 -2.9158
N 0.5933 0.1265 -1.9620
C -0.4741 -0.1492 -1.3173
C -1.5994 -0.8945 -1.8944
N -2.4689 -1.4984 -2.3613
N -0.7007 0.2360 -0.0294
C 0.3397 0.8520 0.7775
C 0.9450 -0.1227 1.7821
H -1.5002 -0.1570 0.4432
H 1.0994 1.2054 0.0768
H -0.0839 1.7262 1.2870
H 1.3877 -0.9798 1.2635
H 0.1891 -0.4971 2.4833
H 1.7278 0.3712 2.3669
```

HOMO level   -9.63 eV
LUMO level   0.78 eV
SMILES   [H]/N=C(\C#N)NCC
M   97.121 g/mol
Net charge   0
HOMO-LUMO gap   0.3826 Eh
ΔE to the lowest compared entry with this formula, charge and spin   9.7 kcal per mole

---

# 4
C4H12N3 | ωB97M-V/def2-TZVPD

```
19
Properties=species:S:1:pos:R:3
C -1.1660 -1.0887 -0.6335
C -2.1686 -1.6072 0.3086
C 1.1521 1.3838 1.6579
C 2.2068 2.1438 1.3148
N -0.7410 -1.9759 -1.5151
N -0.8183 0.1047 -0.4950
N 0.2989 0.7606 -1.1082
H -2.9316 -2.2632 -0.2445
H -1.5557 -2.1623 1.0244
H -2.5642 -0.6649 0.7063
H 0.6647 1.3936 -0.3016
H 0.1052 1.9587 1.6105
H 1.1650 0.4579 2.1217
H 3.2685 1.8584 1.5594
H 2.1427 3.1555 0.9121
H -1.1186 -2.8585 -1.3300
H -0.2289 1.3529 -1.7571
H 0.1196 -1.9073 -1.9088
H 1.1127 0.5226 -1.6982
```

HOMO level   -14.20 eV
LUMO level   -3.31 eV
M   102.161 g/mol
Net charge   +1
HOMO-LUMO gap   0.4001 Eh
ΔE to the lowest compared entry with this formula, charge and spin   98.6 kcal per mole

---

# 5
C2H6NO3 | ωB97M-V/def2-TZVPD

```
12
Properties=species:S:1:pos:R:3
N 0.9109 -0.7065 -2.0468
C 0.1858 -0.0373 -0.9492
O -0.9259 -0.7870 -0.5776
H 0.2872 -0.9264 -2.8768
H 1.2271 -1.6553 -1.6600
H 0.8528 0.1206 -0.0869
H -0.0785 1.0028 -1.2319
O 0.6464 1.4110 1.6896
C -0.3249 0.8710 2.2485
O -1.2750 0.1657 1.7465
H -0.3973 1.0801 3.3823
H -1.1083 -0.5388 0.3623
```

HOMO level   -4.63 eV
LUMO level   4.36 eV
M   92.074 g/mol
Net charge   -1
HOMO-LUMO gap   0.3307 Eh
ΔE to the lowest compared entry with this formula, charge and spin   20.3 kcal per mole

---

# 6
C3H10NS | ωB97M-V/def2-TZVPD

```
15
Properties=species:S:1:pos:R:3
C 1.5351 3.1787 -1.0564
S 0.4011 2.1470 0.1420
H 2.5927 2.7124 -1.0811
H 1.2212 3.1050 -2.1732
H 1.3515 4.2516 -0.7622
C -1.2212 -2.0541 -0.4056
C -1.0889 -1.4039 1.0332
N 0.4425 -1.0667 1.2703
H -0.4800 -2.8755 -0.3913
H -2.0710 -2.7113 -0.3212
H -1.0968 -1.3319 -1.2766
H -1.6223 -0.5075 1.1844
H -1.2847 -2.3412 1.6963
H 0.6352 -0.7973 0.3458
H 0.6857 -0.3051 1.7957
```

HOMO level   -2.41 eV
LUMO level   3.96 eV
M   92.187 g/mol
Net charge   -1
HOMO-LUMO gap   0.2340 Eh
ΔE to the lowest compared entry with this formula, charge and spin   49.9 kcal per mole

---

- Number 1 is which compound?
  C22H24FN3O3